Record 1
ORCA calculation (ωB97M-V/def2-TZVPD) on 3 unconnected molecules or ions with the total composition C3H13N2O3 at a distorted geometry.

Element x y z (Å)
N (1.014589, 1.332276, -0.283030)
C (1.415196, -0.038369, -0.878641)
C (1.639233, -0.900523, 0.414428)
N (1.075866, -2.123467, 0.660305)
C (-0.089750, -2.580827, -0.120762)
O (2.498250, -0.460471, 1.156791)
H (1.452722, 2.146154, -0.587410)
H (0.871128, 1.332617, 0.769641)
H (-0.079516, 1.484923, -0.666228)
H (0.667015, -0.328875, -1.660857)
H (2.376815, 0.036128, -1.368693)
H (1.430892, -2.711515, 1.364136)
H (-1.087790, -2.542436, 0.308238)
H (-0.006065, -3.724128, -0.472614)
H (-0.131388, -2.024487, -0.976233)
H (-2.705796, 2.458781, -0.967901)
H (-2.231534, 1.506468, -2.170040)
O (-2.030290, 1.894555, -1.326520)
H (-2.864082, 1.755887, 2.226395)
H (-1.279996, 1.857599, 2.603664)
O (-1.935499, 1.629712, 1.975333)

Atoms 1-6, force components in eV/Å:
-5.651 -2.191 -0.252
-0.780 -0.771 0.750
0.363 -0.105 -0.182
-2.279 0.472 -2.537
0.801 -3.933 0.976
0.515 0.139 0.396

relative energy (zero: lowest compared OMol25 entry of this formula, charge and spin)	156.6	kJ/mol
LUMO energy (alpha / beta)	0.80 / 0.35	eV
2S+1	2
charge	0
Kohn-Sham gap (alpha / beta)	3.89 / 9.98	eV
HOMO level (alpha / beta)	-3.091 / -9.626	eV

***

Record 2
ORCA calculation (ωB97M-V/def2-TZVPD) on a molecular structure, C4H13NS at a distorted geometry.

Element x y z (Å)
C (-0.513852, -0.347932, 2.647663)
C (-0.413642, -0.910266, 1.254207)
N (0.722670, -1.857801, 1.075143)
H (-1.394269, 0.293748, 2.755547)
H (-0.482340, -1.096660, 3.435138)
H (0.372203, 0.285376, 2.819726)
H (-1.317157, -1.416901, 0.895228)
H (-0.243850, -0.115587, 0.517148)
H (1.124546, -1.631832, 0.138768)
H (0.662212, -1.432892, -1.176740)
H (1.440268, -1.571158, 1.740642)
C (-0.200550, 1.960389, -1.826020)
C (0.026798, 0.532268, -2.293221)
S (1.605124, -0.087670, -1.616085)
H (0.604124, 2.619723, -2.153402)
H (-0.089255, 2.003461, -0.736831)
H (-1.172334, 2.387715, -2.087209)
H (0.083174, 0.485212, -3.381893)
H (-0.813870, -0.099192, -2.007811)

Atoms 1-6, force components in eV/Å:
0.499 0.623 0.021
0.399 -0.584 -1.196
0.035 0.483 -0.021
0.087 -0.214 0.082
-0.299 -0.253 -0.077
-0.259 -0.045 -0.011

relative energy (zero: lowest compared OMol25 entry of this formula, charge and spin)	178.5	kJ/mol
LUMO energy	0.02	eV
2S+1	1
charge	0
Kohn-Sham gap	9.17	eV
HOMO level	-9.145	eV

***

Record 3
ORCA calculation (ωB97M-V/def2-TZVPD) on a molecular structure, C14H26N5NiO3S.

Element x y z (Å)
Ni (0.091573, -0.013792, 0.079360)
C (1.852606, 0.586667, 2.499827)
C (0.641736, 1.520466, 2.570999)
N (0.062250, 1.778774, 1.237579)
C (0.659478, 2.887424, 0.470399)
C (2.025831, 2.573694, -0.130971)
S (2.071607, 0.978665, -1.026867)
C (3.351138, 0.049984, -0.115483)
C (2.777664, -1.003854, 0.832819)
N (1.601246, -0.507225, 1.554259)
H (2.067750, 0.212433, 3.502095)
H (2.732651, 1.137387, 2.174757)
H (0.925748, 2.453765, 3.064581)
H (-0.136147, 1.045461, 3.169579)
H (-0.912401, 2.021120, 1.375225)
H (0.756983, 3.782570, 1.093053)
H (-0.035003, 3.121909, -0.337951)
H (2.812001, 2.562021, 0.620374)
H (2.274775, 3.351471, -0.850398)
H (3.973910, 0.783407, 0.392826)
H (3.968099, -0.441921, -0.864430)
H (3.573799, -1.328314, 1.510795)
H (2.449993, -1.861886, 0.248232)
H (1.152228, -1.281303, 2.031972)
C (-0.368885, -3.487250, 1.554956)
C (-1.236749, -2.681279, 0.598505)
C (-2.628490, -3.258598, 0.472400)
O (-1.316831, -1.313810, 1.120171)
C (-0.501843, -2.669393, -0.779029)
O (-0.687799, -3.595697, -1.538175)
O (0.306831, -1.675978, -0.942790)
H (-0.703487, -3.345647, 2.584784)
H (0.683364, -3.204459, 1.471799)
H (-0.439488, -4.543836, 1.303721)
H (-3.088651, -3.390341, 1.454614)
H (-2.565238, -4.219784, -0.029366)
H (-3.264595, -2.610610, -0.138421)
H (-2.218607, -1.008216, 0.968190)
N (-1.297975, 1.283902, -4.817900)
C (-1.672530, 1.350866, -3.525950)
C (-1.047966, 0.560775, -2.533777)
N (-1.406734, 0.661312, -1.267776)
C (-2.409287, 1.493530, -0.945110)
C (-3.025154, 2.243722, -1.927762)
N (-2.652523, 2.194308, -3.200484)
H (-0.561129, 0.674362, -5.120362)
H (-1.775281, 1.860039, -5.488681)
H (-0.285580, -0.171258, -2.775514)
H (-2.727039, 1.536519, 0.089204)
H (-3.847848, 2.907897, -1.689880)

Atoms 1-6, force components in eV/Å:
0.135 -0.403 0.332
-0.115 0.129 -0.071
0.110 -0.127 -0.045
-0.205 0.019 -0.041
0.098 -0.003 -0.042
-0.017 -0.140 -0.052

LUMO energy (alpha / beta)	-2.77 / -2.78	eV
2S+1	3
charge	+1
Kohn-Sham gap (alpha / beta)	8.80 / 8.84	eV
HOMO level (alpha / beta)	-11.567 / -11.626	eV

***

Record 4
ORCA calculation (ωB97M-V/def2-TZVPD) on 14 unconnected molecules or ions with the total composition C36H64O38S3 at a distorted geometry.

Element x y z (Å)
O (-3.925525, -1.335462, -2.580697)
S (-3.858005, -2.638022, -1.848617)
O (-4.690185, -3.006542, -0.666157)
O (-3.933125, -3.880642, -2.965097)
C (-3.517295, -3.633752, -4.279057)
C (-3.500015, -4.897222, -5.138417)
C (-2.167975, -2.828552, -1.353827)
H (-2.572485, -3.091692, -4.238887)
H (-4.197155, -2.968962, -4.811927)
H (-4.365575, -5.547822, -5.013387)
H (-2.592075, -5.470252, -4.950277)
H (-3.567135, -4.551912, -6.170087)
H (-1.554175, -2.534452, -2.205207)
H (-1.909995, -3.875262, -1.192697)
H (-2.036375, -2.155672, -0.506467)
O (1.373585, -0.855752, 2.384723)
S (0.576855, 0.296588, 1.901633)
O (1.050175, 1.741158, 2.088173)
O (0.237945, -0.025512, 0.267503)
C (-0.381535, 1.062668, -0.422417)
C (-0.117445, 0.818868, -1.946857)
C (-1.092975, 0.213108, 2.660873)
H (-0.090105, 2.068168, -0.118877)
H (-1.462875, 1.052468, -0.285677)
H (-0.657395, 1.527758, -2.574577)
H (-0.510995, -0.167442, -2.192627)
H (0.922145, 0.965178, -2.239997)
H (-1.880175, 0.141748, 1.910313)
H (-1.180585, 1.200388, 3.114413)
H (-1.079495, -0.622502, 3.360633)
O (-0.801685, 3.752958, -6.073577)
S (-0.921465, 3.885198, -4.604317)
O (-2.048005, 3.151808, -3.951367)
O (0.490625, 3.583818, -3.801987)
C (1.592925, 4.079338, -4.453627)
C (2.703975, 3.257528, -3.883037)
C (-1.099375, 5.669998, -4.193487)
H (1.770125, 5.131278, -4.229747)
H (1.648335, 3.865088, -5.520927)
H (3.548545, 3.360828, -4.564307)
H (2.467285, 2.193658, -3.899317)
H (2.883225, 3.503238, -2.836327)
H (-2.144865, 5.918388, -4.376087)
H (-0.389735, 6.192668, -4.834827)
H (-0.874665, 5.783908, -3.132997)
O (-4.752935, 0.966938, -1.031467)
H (-4.513055, 0.081898, -1.306067)
H (-4.149965, 1.537708, -1.507797)
O (-0.273935, 2.768658, 4.635363)
H (-0.820065, 3.548558, 4.536753)
H (0.196585, 2.698578, 3.804733)
C (-5.299835, -2.727022, 3.919043)
C (-4.088585, -2.504182, 2.975343)
O (-4.270925, -1.103352, 2.719673)
C (-5.038125, -0.535142, 3.655783)
O (-5.345845, 0.639598, 3.708843)
O (-5.591335, -1.393262, 4.413613)
H (-5.016185, -3.401382, 4.727053)
H (-6.169435, -3.175102, 3.438293)
H (-4.092515, -2.977272, 1.993373)
H (-3.153415, -2.792822, 3.455193)
C (1.856055, -2.985962, -0.297277)
C (3.008555, -3.974932, -0.182427)
O (4.013315, -3.106762, 0.313593)
C (3.687495, -1.803252, 0.096933)
O (4.456585, -0.840142, 0.123763)
O (2.438635, -1.773652, -0.340597)
H (1.151775, -3.077182, 0.529623)
H (1.258865, -3.126482, -1.198237)
H (3.314315, -4.359412, -1.155457)
H (2.838545, -4.791812, 0.518933)
C (0.285195, -3.518382, 3.923443)
C (0.863135, -4.854692, 3.619033)
O (0.381555, -5.175602, 2.367853)
C (-0.625675, -4.428612, 2.007373)
O (-1.320095, -4.479452, 1.023103)
O (-0.625215, -3.316662, 2.880113)
H (1.033735, -2.727422, 3.970033)
H (-0.253805, -3.612972, 4.866123)
H (0.585325, -5.606152, 4.358113)
H (1.943985, -4.714132, 3.608813)
C (3.213495, 2.274568, -0.126057)
C (3.637295, 3.233828, 0.967463)
O (5.007185, 3.043828, 0.926293)
C (5.411385, 2.341098, -0.175997)
O (6.597965, 2.115968, -0.579217)
O (4.379125, 1.910098, -0.790577)
H (2.549135, 2.794058, -0.816607)
H (2.690515, 1.390438, 0.238513)
H (3.222725, 2.908278, 1.921543)
H (3.547745, 4.295298, 0.736473)
C (4.135185, 0.621828, 3.759643)
C (3.170965, 1.111628, 4.898513)
O (2.669635, -0.163402, 5.350413)
C (3.404545, -1.161172, 4.893533)
O (3.251345, -2.377872, 5.051233)
O (4.333755, -0.698702, 4.080953)
H (5.089935, 1.147678, 3.766263)
H (3.865515, 0.818978, 2.722093)
H (2.410535, 1.787898, 4.507983)
H (3.705655, 1.614698, 5.704193)
C (-3.899475, 3.183868, 1.460303)
C (-4.142965, 4.628708, 2.036533)
O (-3.198515, 5.425128, 1.358423)
C (-2.415145, 4.637198, 0.484773)
O (-1.626315, 5.008688, -0.361247)
O (-2.727175, 3.375198, 0.626893)
H (-4.771415, 2.818238, 0.917963)
H (-3.702045, 2.537468, 2.315453)
H (-3.960795, 4.658988, 3.110783)
H (-5.175065, 4.860658, 1.773743)
C (0.623195, 0.742298, -6.592007)
C (1.037155, -0.613512, -7.125137)
O (0.298635, -1.484262, -6.240687)
C (-0.377335, -0.737972, -5.339047)
O (-1.063875, -1.158622, -4.431757)
O (-0.062185, 0.455968, -5.472907)
H (-0.000215, 1.285318, -7.302347)
H (1.413505, 1.364718, -6.172377)
H (2.094855, -0.843052, -6.995987)
H (0.641505, -0.799342, -8.123657)
C (-0.310925, 0.083278, 7.080023)
C (-1.601955, 0.954268, 7.074153)
O (-2.573045, 0.118628, 6.715963)
C (-2.079315, -1.043182, 6.208133)
O (-2.748345, -1.906892, 5.667083)
O (-0.700075, -0.984012, 6.274653)
H (-0.017185, -0.195862, 8.091893)
H (0.452765, 0.727258, 6.643953)
H (-1.507165, 1.779438, 6.368313)
H (-1.698645, 1.378078, 8.073723)
C (3.349545, -0.861902, -3.327977)
C (4.605425, 0.036538, -3.584707)
O (5.550115, -0.802262, -4.140937)
C (5.202815, -2.073842, -3.969247)
O (5.858635, -3.066792, -4.220987)
O (3.960875, -2.099582, -3.446007)
H (2.480045, -0.769742, -3.978817)
H (2.948225, -0.694872, -2.328407)
H (5.008195, 0.508828, -2.688697)
H (4.482085, 0.868878, -4.277597)

Atoms 1-6, force components in eV/Å:
-0.655 -2.857 1.837
-0.034 -0.191 -0.054
1.477 1.082 -3.411
-1.183 0.739 2.668
-0.027 0.804 -1.653
0.357 0.140 0.462

LUMO energy	-0.12	eV
2S+1	1
charge	0
Kohn-Sham gap	10.46	eV
HOMO level	-10.580	eV

***

- Look up the charge of the first one.
  0

***

- Number 1 is which compound?
  C3H13N2O3

***

- 2S+1 of number 3 (C14H26N5NiO3S)?
  3

***

- Which value of charge does entry 4 give?
  0